Entry 1:
Below is a 2-piece molecular cluster, C4H14NO2 overall, with properties calculated with the ωB97M-V functional and the def2-TZVPD basis.

The calculation puts the molecular weight at 108.16 g/mol. Its multiplicity is 2. The total energy comes out at -9938.289 eV. The HOMO energy (spin up / spin down) comes out at -18.442 / -18.439 eV. The total charge is +2. As for the energy relative to the best compared isomer or geometry (same formula, charge and spin): 48.6 kcal/mol.

```
21
Properties=species:S:1:pos:R:3:forces:R:3:nbo_charge:R:1
C 0.571 0.252 -1.243 0.990 1.012 -1.561 -0.702
C 0.289 -0.851 -0.253 1.951 1.010 -1.657 -0.071
C -1.230 -1.079 0.015 2.275 -0.073 2.731 0.075
C -2.192 -0.134 -0.692 -2.107 0.928 -0.903 -0.610
O -1.393 -0.682 1.415 -0.854 -0.983 -1.538 -0.246
N 1.212 -0.550 0.969 -3.275 -1.051 1.314 -0.681
H 0.203 0.097 -2.253 -0.599 -0.545 0.047 0.277
H 0.320 1.295 -1.030 -0.409 -0.315 0.777 0.270
H 1.635 0.327 -1.496 0.142 -0.355 0.502 0.268
H 0.748 -1.760 -0.654 -0.488 -0.149 -0.031 0.275
H -1.531 -2.123 -0.153 -0.242 0.129 0.185 0.303
H -2.075 -0.237 -1.794 0.414 -0.328 0.488 0.333
H -3.225 -0.448 -0.483 0.276 0.063 0.039 0.281
H -2.093 0.918 -0.440 0.299 -0.070 0.174 0.279
H -2.217 -1.076 1.811 0.108 0.227 0.003 0.556
H 0.784 0.229 1.482 0.622 0.447 -0.021 0.463
H 1.037 -1.360 1.574 0.664 0.064 0.390 0.444
H 2.220 -0.431 0.905 0.112 -0.001 -0.904 0.479
H 2.286 3.210 0.335 0.266 -0.069 0.004 0.504
H 2.578 1.809 0.940 1.293 -0.399 -0.383 0.442
O 2.075 2.594 1.045 -1.438 0.459 0.343 -0.939
```
Forces are in eV/Å.


Entry 2:
Below is one molecule with the formula C3H3P, with properties calculated with the ωB97M-V functional and the def2-TZVPD basis.

The calculation puts the molecular weight at 70.03 g/mol. Its multiplicity is 1. The total energy comes out at -12444.591 eV. The SMILES is [H]/P=C/C#C. The HOMO energy comes out at -8.811 eV. As for the energy relative to the best compared isomer or geometry (same formula, charge and spin): 9.2 kcal/mol.

```
7
Properties=species:S:1:pos:R:3:forces:R:3:nbo_charge:R:1
H 2.777 -0.755 -0.266 -0.931 0.431 0.510 -0.051
P 1.874 0.374 0.024 -1.104 -0.522 -0.331 0.426
C 0.333 -0.436 0.090 6.219 -2.635 -0.223 -0.622
C -0.857 0.161 0.073 -5.391 3.217 0.468 -0.088
C -1.894 0.837 0.091 2.692 -1.929 -0.466 -0.166
H 0.551 -1.550 0.110 -1.245 1.297 -0.166 0.261
H -2.783 1.370 -0.123 -0.241 0.141 0.209 0.239
```
Forces are in eV/Å.


Entry 3:
Below is one molecule with the formula C4H9NO, with properties calculated with the ωB97M-V functional and the def2-TZVPD basis.

The calculation puts the molecular weight at 87.12 g/mol. Its multiplicity is 1. The total energy comes out at -7831.693 eV. The SMILES is CC(=O)N(C)C. The HOMO energy comes out at -9.196 eV. As for the energy relative to the best compared isomer or geometry (same formula, charge and spin): 14.5 kcal/mol.

```
15
Properties=species:S:1:pos:R:3:forces:R:3:nbo_charge:R:1
C 1.973 0.390 0.302 0.060 0.028 0.030 -0.716
C 0.875 -0.597 -0.053 -0.036 -0.046 0.030 0.682
O 1.149 -1.753 -0.334 -0.056 0.210 0.159 -0.622
N -0.427 -0.174 0.052 0.176 -0.113 -0.035 -0.443
C -0.850 1.190 -0.186 0.023 0.144 0.019 -0.404
C -1.458 -1.188 -0.039 -0.105 -0.104 -0.014 -0.411
H 2.768 -0.203 0.760 -0.063 0.103 -0.091 0.247
H 1.650 1.159 1.008 0.030 -0.102 -0.131 0.215
H 2.389 0.871 -0.588 -0.113 -0.061 0.061 0.233
H -1.552 1.524 0.588 0.103 -0.066 -0.095 0.197
H 0.006 1.866 -0.195 -0.132 -0.104 0.021 0.213
H -1.353 1.272 -1.160 0.072 -0.011 0.142 0.191
H -1.755 -1.394 -1.076 0.029 0.047 0.108 0.190
H -2.336 -0.851 0.523 0.119 -0.033 -0.110 0.194
H -1.077 -2.112 0.397 -0.105 0.108 -0.092 0.236
```
Forces are in eV/Å.